{"formula": "C41H108O37S11", "method": "ωB97M-V with the def2-TZVPD basis set", "symbols": ["C", "O", "C", "C", "O", "C", "H", "H", "H", "H", "H", "H", "H", "H", "H", "H", "C", "O", "C", "C", "O", "C", "H", "H", "H", "H", "H", "H", "H", "H", "H", "H", "O", "S", "O", "O", "C", "C", "C", "H", "H", "H", "H", "H", "H", "H", "H", "O", "S", "O", "O", "C", "C", "C", "H", "H", "H", "H", "H", "H", "H", "H", "O", "S", "O", "O", "C", "C", "C", "H", "H", "H", "H", "H", "H", "H", "H", "O", "S", "O", "O", "C", "C", "C", "H", "H", "H", "H", "H", "H", "H", "H", "O", "S", "O", "O", "C", "C", "C", "H", "H", "H", "H", "H", "H", "H", "H", "O", "S", "O", "O", "C", "C", "C", "H", "H", "H", "H", "H", "H", "H", "H", "O", "S", "O", "O", "C", "C", "C", "H", "H", "H", "H", "H", "H", "H", "H", "O", "S", "O", "O", "C", "C", "C", "H", "H", "H", "H", "H", "H", "H", "H", "O", "S", "O", "O", "C", "C", "C", "H", "H", "H", "H", "H", "H", "H", "H", "O", "S", "O", "O", "C", "C", "C", "H", "H", "H", "H", "H", "H", "H", "H", "O", "S", "O", "O", "C", "C", "C", "H", "H", "H", "H", "H", "H", "H", "H"], "positions_angstrom": [[-18.33678, -3.85604, 27.06856], [-17.75955, -4.98528, 27.70120], [-18.72669, -5.99397, 27.88581], [-18.05704, -7.18972, 28.52952], [-17.32245, -7.90948, 27.51024], [-16.74815, -9.09607, 28.00643], [-17.54329, -3.13575, 26.90836], [-19.07107, -3.45163, 27.75160], [-18.82726, -4.20998, 26.15635], [-19.15790, -6.36710, 26.92946], [-19.57438, -5.65806, 28.51192], [-18.84040, -7.83186, 28.98460], [-17.45425, -6.81032, 29.35638], [-16.25829, -9.61877, 27.17684], [-17.52640, -9.75809, 28.40646], [-16.07060, -9.00891, 28.84217], [-13.33847, -9.53675, 24.11981], [-13.93853, -8.54175, 24.92510], [-13.19803, -8.18338, 26.07774], [-13.92979, -7.16356, 26.97402], [-14.02246, -5.95122, 26.31843], [-14.26646, -4.83045, 27.19769], [-14.05465, -9.61560, 23.28976], [-13.21224, -10.52572, 24.60797], [-12.36070, -9.19780, 23.77821], [-12.18295, -7.85965, 25.81322], [-13.05333, -9.04522, 26.70240], [-13.36618, -7.05131, 27.93465], [-14.95074, -7.38906, 27.27281], [-15.36125, -4.70176, 27.34801], [-13.80275, -4.02055, 26.70516], [-13.91337, -5.08170, 28.15425], [-15.46394, -5.25474, 22.55221], [-16.67995, -4.85596, 23.26195], [-16.86160, -3.54556, 23.92336], [-17.88372, -5.12348, 22.18498], [-19.23555, -4.57478, 22.56895], [-20.08727, -4.45731, 21.33573], [-16.96099, -6.11406, 24.48894], [-19.07412, -3.62230, 23.07443], [-19.66764, -5.32227, 23.24779], [-20.23944, -5.40275, 20.81834], [-19.49529, -3.89236, 20.61691], [-21.07886, -4.07117, 21.48577], [-17.01536, -7.04458, 23.94465], [-17.91039, -5.93642, 25.03230], [-16.10817, -6.11969, 25.15611], [-10.98447, -12.18907, 25.30791], [-11.59687, -12.89875, 26.41522], [-13.01522, -12.68769, 26.64769], [-11.25818, -14.42326, 26.15248], [-11.95141, -15.45449, 26.93641], [-11.45270, -16.78863, 26.41555], [-10.66000, -12.58284, 27.94201], [-13.01762, -15.39446, 26.65730], [-11.82914, -15.33668, 28.01281], [-11.65899, -17.07560, 25.39050], [-11.90906, -17.50724, 27.09062], [-10.37496, -16.82751, 26.61558], [-10.89015, -13.21251, 28.81628], [-10.80647, -11.54993, 28.24125], [-9.64226, -12.79179, 27.59009], [-20.45195, -9.18483, 25.99699], [-20.36291, -8.83060, 24.58638], [-20.60333, -7.49810, 24.09366], [-18.88818, -9.17209, 24.04079], [-18.29331, -10.45368, 24.41562], [-16.81396, -10.25982, 24.39623], [-21.38367, -10.02827, 23.67777], [-18.59599, -11.13656, 23.62566], [-18.65456, -10.80559, 25.35640], [-16.26075, -11.19142, 24.62881], [-16.56558, -9.47677, 25.10706], [-16.42350, -9.85616, 23.46136], [-22.39276, -9.64871, 23.83675], [-21.28938, -10.97242, 24.22766], [-21.08093, -10.16715, 22.64062], [-12.15035, -16.49464, 22.60699], [-11.68474, -15.52023, 21.64566], [-11.54918, -15.88494, 20.23912], [-12.65672, -14.20260, 21.66499], [-13.02708, -13.75070, 22.98757], [-14.25444, -12.94347, 22.93904], [-10.20969, -14.81260, 22.20689], [-12.24872, -13.05985, 23.31748], [-13.08922, -14.51366, 23.75443], [-15.13725, -13.49667, 22.67261], [-14.28418, -12.18632, 22.15395], [-14.35967, -12.43050, 23.89488], [-10.35574, -14.64289, 23.27727], [-9.97858, -13.86126, 21.76131], [-9.40244, -15.54481, 22.02635], [-10.65685, -7.78084, 28.07967], [-11.00878, -8.50753, 29.28853], [-11.85879, -9.67213, 29.20432], [-9.62238, -8.92593, 30.03728], [-9.62348, -10.05097, 30.93636], [-8.29756, -10.81177, 30.84289], [-11.64782, -7.35051, 30.50018], [-10.43464, -10.75144, 30.73963], [-9.62185, -9.78200, 31.99657], [-8.10944, -11.33370, 29.91387], [-8.35525, -11.53328, 31.68953], [-7.43197, -10.17721, 31.02605], [-11.99357, -7.91508, 31.37367], [-12.50479, -6.85909, 30.00955], [-10.90779, -6.60504, 30.74839], [-10.57777, -7.66850, 22.62006], [-10.75176, -6.50623, 23.45906], [-10.27124, -6.55757, 24.82659], [-10.02028, -5.27312, 22.68179], [-9.71375, -4.12409, 23.58880], [-9.40244, -2.96576, 22.70600], [-12.45759, -5.97888, 23.46069], [-8.83722, -4.41412, 24.17992], [-10.48771, -3.90498, 24.30157], [-10.23363, -2.71318, 22.03471], [-8.55083, -3.17419, 22.04904], [-9.11381, -2.12304, 23.33814], [-13.03326, -6.66421, 24.10108], [-12.74733, -6.01531, 22.41075], [-12.58861, -4.96416, 23.85019], [-10.11488, -2.64602, 28.80389], [-9.59416, -3.43784, 27.69563], [-8.88195, -2.83114, 26.58689], [-8.60851, -4.52400, 28.38921], [-7.73490, -5.15382, 27.44717], [-7.10843, -6.31194, 28.16501], [-10.94991, -4.39057, 27.13635], [-7.00381, -4.37519, 27.21840], [-8.29518, -5.40348, 26.52859], [-6.40382, -6.81195, 27.51824], [-7.92642, -6.97126, 28.43726], [-6.53035, -5.99570, 29.01772], [-11.60371, -3.63922, 26.67078], [-11.38222, -4.78819, 28.05895], [-10.75757, -5.14876, 26.37856], [-11.39867, -11.28912, 22.26821], [-10.30547, -11.01263, 21.37115], [-8.96262, -10.83626, 21.90394], [-10.30829, -12.27069, 20.35798], [-9.06696, -12.45685, 19.55834], [-9.25611, -13.60526, 18.62145], [-10.79103, -9.65507, 20.29950], [-8.26086, -12.63426, 20.26866], [-8.87671, -11.55672, 18.97551], [-9.77652, -14.40537, 19.16259], [-8.23688, -14.00102, 18.35481], [-9.79865, -13.27865, 17.74411], [-9.89623, -9.10734, 20.02907], [-11.22852, -9.05669, 21.08801], [-11.52719, -9.94408, 19.53491], [-8.14020, -10.26581, 27.62873], [-7.66297, -10.30319, 26.26745], [-6.32541, -9.89969, 25.93112], [-7.93297, -11.84200, 25.92357], [-7.84663, -12.29844, 24.51292], [-7.64262, -13.77490, 24.51155], [-8.80388, -9.44446, 25.21732], [-7.05248, -11.75109, 23.98930], [-8.81077, -12.05182, 24.08633], [-7.64511, -14.04249, 23.43179], [-8.43668, -14.28886, 25.00324], [-6.67654, -14.04998, 24.90978], [-8.74567, -9.88099, 24.20960], [-8.45135, -8.42653, 25.26581], [-9.84308, -9.49950, 25.56441], [-12.38422, -2.67020, 25.04642], [-12.93900, -1.81834, 24.03978], [-12.17767, -0.69512, 23.59350], [-13.21542, -2.80856, 22.78787], [-13.32687, -2.16501, 21.48631], [-13.39522, -3.26338, 20.45899], [-14.55299, -1.33300, 24.55760], [-12.37568, -1.65567, 21.33061], [-14.10208, -1.40992, 21.47501], [-12.64887, -4.06513, 20.59168], [-13.44777, -2.81049, 19.49496], [-14.39334, -3.69636, 20.56374], [-15.20349, -2.19461, 24.40701], [-14.84939, -0.42813, 24.04107], [-14.43535, -1.20490, 25.64257], [-15.78891, -10.50328, 20.78466], [-15.17509, -9.37207, 20.05180], [-13.87298, -9.59926, 19.49594], [-16.25126, -8.86314, 18.92621], [-16.55215, -9.94914, 17.98292], [-17.34252, -9.33722, 16.86020], [-15.23020, -7.87200, 21.06089], [-17.10925, -10.78694, 18.43763], [-15.53907, -10.32051, 17.67347], [-17.70741, -10.01070, 16.07357], [-16.72985, -8.51155, 16.47513], [-18.25933, -8.91736, 17.29941], [-14.94371, -7.01991, 20.46021], [-14.49649, -8.04601, 21.85425], [-16.24269, -7.81428, 21.45927]], "e_homo_ev": -9.497, "lumo_energy_ev": 0.13, "homo_lumo_gap_ev": 9.630, "total_energy_ha": -8790.6955}

---

{"formula": "C9H13NO", "method": "ωB97M-V with the def2-TZVPD basis set", "symbols": ["C", "C", "C", "C", "C", "C", "C", "H", "H", "H", "H", "H", "H", "H", "H", "C", "C", "O", "N", "H", "H", "H", "H", "H"], "positions_angstrom": [[-0.82855, -0.51448, -2.16365], [0.72497, 2.52787, -0.51498], [1.92678, 1.94884, -0.10270], [-0.17011, 1.80238, -1.31651], [0.12893, 0.45599, -1.61705], [2.26961, 0.68978, -0.56974], [1.42605, -0.03241, -1.38398], [0.43549, 3.47953, -0.06708], [2.43688, 2.38962, 0.73385], [-1.19960, 2.17252, -1.48329], [3.17421, 0.27795, -0.11539], [-0.61182, -1.57049, -2.03831], [-0.99528, -0.26847, -3.21229], [1.84671, -0.86945, -1.80166], [-1.79518, -0.47976, -1.62460], [-1.62082, -2.15847, 2.27306], [-0.33198, -1.50643, 1.86661], [0.74323, -1.96777, 1.59436], [-0.55962, -0.14354, 1.51510], [-1.36762, -3.23067, 2.38630], [-2.45324, -1.90939, 1.60782], [0.22626, 0.40377, 1.26553], [-1.39656, 0.38697, 1.54209], [-2.00874, -1.88389, 3.22649]], "e_homo_ev": -8.893, "smiles": "Cc1ccccc1.CC(N)=O", "lumo_energy_ev": 0.80, "homo_lumo_gap_ev": 9.694, "total_energy_ha": -480.7228}

---

{"formula": "C19H44N5O17", "method": "ωB97M-V with the def2-TZVPD basis set", "symbols": ["C", "C", "O", "N", "H", "H", "C", "H", "H", "H", "H", "H", "H", "C", "C", "O", "N", "H", "H", "C", "H", "H", "H", "H", "H", "H", "C", "C", "O", "N", "H", "H", "C", "H", "H", "H", "H", "H", "H", "C", "C", "O", "N", "H", "H", "C", "H", "H", "H", "H", "H", "H", "C", "C", "O", "N", "H", "H", "C", "H", "H", "H", "H", "H", "H", "O", "C", "O", "O", "H", "O", "C", "O", "O", "H", "O", "C", "O", "O", "H", "O", "C", "O", "O", "H"], "positions_angstrom": [[-1.69533, 4.31139, -0.33159], [-2.89002, 3.91510, -1.25413], [-3.68937, 4.77652, -1.68489], [-3.03686, 2.43851, -1.66552], [-2.27425, 1.87441, -1.31864], [-3.81439, 2.01128, -1.18279], [-3.17758, 2.22554, -3.20394], [-1.89812, 5.36033, -0.11552], [-0.70832, 4.20524, -0.78176], [-1.80369, 3.86706, 0.65782], [-3.58238, 1.21644, -3.28114], [-2.14289, 2.23148, -3.54672], [-3.85087, 2.92104, -3.70496], [-3.75128, -1.52332, -3.41108], [-2.59381, -1.37527, -2.42858], [-1.85037, -0.46847, -2.48520], [-2.49139, -2.27387, -1.19277], [-2.69481, -3.25699, -1.30321], [-1.53049, -2.22000, -0.88638], [-3.45629, -1.79124, -0.14456], [-3.93656, -2.59495, -3.48438], [-3.46141, -1.14377, -4.39089], [-4.66231, -1.08017, -3.00890], [-3.01852, -2.23595, 0.74912], [-4.44186, -2.21390, -0.33981], [-3.33559, -0.70795, -0.13996], [6.24310, -1.69996, 0.89632], [5.35905, -0.45586, 1.08968], [5.49567, 0.59584, 0.47756], [4.24859, -0.45620, 2.14283], [4.25423, -1.32492, 2.65799], [4.35469, 0.21780, 2.88753], [2.84642, -0.21146, 1.49167], [7.04853, -1.39847, 0.22663], [5.63860, -2.53319, 0.53800], [6.62300, -1.89963, 1.89827], [2.14284, -0.17169, 2.32322], [2.63964, -1.09822, 0.89249], [2.86101, 0.74178, 0.96325], [3.05411, -3.59409, -2.93168], [3.33462, -2.42908, -2.02127], [3.58595, -2.57148, -0.84239], [3.30092, -0.96745, -2.62623], [3.04695, -1.13362, -3.58955], [2.63211, -0.29887, -2.27157], [4.65444, -0.38745, -2.70167], [2.20546, -3.24091, -3.51747], [2.81914, -4.41863, -2.25863], [3.86804, -3.81591, -3.62192], [5.41492, -0.96454, -3.22772], [5.00864, -0.23025, -1.68287], [4.57979, 0.58395, -3.19044], [-3.62518, -1.02547, 3.87619], [-4.07591, 0.35252, 3.40834], [-5.26978, 0.61687, 3.06529], [-2.97958, 1.45046, 3.38681], [-2.23059, 1.06009, 2.83299], [-3.26314, 2.32253, 2.96349], [-2.54307, 1.80793, 4.80539], [-3.85152, -1.03381, 4.94239], [-2.60432, -1.26678, 3.58003], [-4.20212, -1.88068, 3.52427], [-3.21765, 2.60423, 5.11996], [-1.51105, 2.15795, 4.78267], [-2.53070, 0.98722, 5.52259], [0.14196, -0.57379, 0.22643], [-0.73547, 0.27762, 0.73014], [-1.47979, -0.13749, 1.60877], [-0.90648, 1.39174, 0.17094], [0.50638, -0.01507, -0.46396], [1.31600, -3.20500, 1.85438], [0.87424, -4.02527, 0.90563], [0.09307, -3.57866, 0.03039], [1.35544, -5.22065, 0.71042], [0.68174, -2.56040, 1.53221], [0.27137, 2.21268, 2.74891], [0.97687, 3.25964, 2.47888], [1.56963, 3.89184, 3.37495], [1.10816, 3.64335, 1.29508], [0.13065, 2.29073, 1.80249], [0.13423, 2.52552, -2.12581], [1.17771, 1.76973, -2.38861], [1.71058, 1.80843, -3.46266], [1.44470, 0.85537, -1.58474], [0.06187, 1.93060, -1.37585]], "e_homo_ev": -8.355, "lumo_energy_ev": -3.30, "homo_lumo_gap_ev": 5.057, "charge": 1, "total_energy_ha": -2302.8046}

---

{"formula": "CClFO2", "method": "ωB97M-V with the def2-TZVPD basis set", "symbols": ["C", "O", "O", "F", "Cl"], "positions_angstrom": [[-0.62689, -0.32018, -0.54536], [-0.04774, -1.11808, -1.14216], [0.88790, 0.99826, 0.68389], [1.75810, 0.04345, 1.12588], [-1.97137, 0.39654, -0.12224]], "e_homo_ev": [-6.879, -11.875], "s2": 2.007, "multiplicity": 3, "lumo_energy_ev": [0.71, -2.68], "homo_lumo_gap_ev": [7.591, 9.198], "total_energy_ha": -748.3475}

---

{"formula": "C6H10FN", "method": "ωB97M-V with the def2-TZVPD basis set", "symbols": ["C", "C", "C", "C", "C", "C", "H", "H", "H", "H", "H", "H", "H", "H", "H", "H", "N", "F"], "positions_angstrom": [[-1.57853, -1.70759, 0.58718], [-0.35173, -0.97026, 1.05027], [0.13570, -1.14252, 2.26594], [0.22705, 0.03456, 0.20529], [-0.11405, 0.40572, -1.03155], [0.56521, 1.51464, -1.80991], [-2.01146, -2.40000, 1.37385], [-1.31943, -2.35282, -0.24906], [-2.39369, -1.02057, 0.23281], [-0.23984, -1.82609, 2.95531], [1.07437, -0.60422, 2.55232], [1.15515, 0.53291, 0.56324], [0.93964, 1.03159, -2.72126], [-0.23337, 2.19330, -2.05355], [1.25529, 2.57658, -0.23542], [2.38200, 1.65157, -0.89206], [1.64416, 2.25347, -1.13425], [-1.13646, -0.17028, -1.65917]], "e_homo_ev": -8.525, "smiles": "C=C(C)/C=C(\\F)CN", "lumo_energy_ev": 0.90, "homo_lumo_gap_ev": 9.422, "total_energy_ha": -389.1918}

---

{"formula": "C11H24N5OW", "method": "ωB97M-V with the def2-TZVPD basis set", "symbols": ["W", "C", "C", "N", "C", "C", "N", "C", "C", "C", "N", "C", "C", "N", "C", "H", "H", "H", "H", "H", "H", "H", "H", "H", "H", "H", "H", "H", "H", "H", "H", "H", "H", "H", "H", "H", "H", "H", "H", "O", "C", "N"], "positions_angstrom": [[-0.32285, 0.27533, -0.39952], [0.49347, -2.25272, -1.18742], [1.14273, -1.51061, -2.35887], [1.10112, -0.02322, -2.11290], [2.44760, 0.55463, -1.72296], [2.47940, 0.85342, -0.24180], [1.28007, 1.69136, 0.08487], [1.28540, 2.20276, 1.51344], [0.55899, 1.28113, 2.48452], [-0.96265, 1.41846, 2.43764], [-1.57861, 0.50133, 1.40343], [-1.97411, -0.82611, 1.99551], [-1.80305, -1.96242, 0.98580], [-1.70001, -1.44686, -0.42747], [-1.02889, -2.46263, -1.30132], [0.72539, -1.69965, -0.23242], [1.00143, -3.20160, -1.01910], [0.60012, -1.73231, -3.27432], [2.17021, -1.82911, -2.51213], [0.81882, 0.43439, -2.97458], [2.60005, 1.47287, -2.28906], [3.24886, -0.12679, -1.99644], [3.40588, 1.35792, 0.02810], [2.43860, -0.05541, 0.36509], [1.31378, 2.50162, -0.53099], [0.80308, 3.17753, 1.50156], [2.32029, 2.35588, 1.81164], [0.91199, 1.49834, 3.49220], [0.85413, 0.23103, 2.32709], [-1.24527, 2.43795, 2.17943], [-1.41106, 1.19806, 3.40413], [-2.43859, 0.94876, 1.09702], [-2.99710, -0.74826, 2.35461], [-1.34519, -1.01682, 2.86017], [-2.61873, -2.68002, 1.04598], [-0.88657, -2.51318, 1.18615], [-2.63827, -1.26793, -0.77938], [-1.35589, -2.31948, -2.32726], [-1.31608, -3.46769, -1.00359], [-2.79429, 2.95161, -2.61495], [-2.14413, 2.27136, -1.97735], [-1.44008, 1.52702, -1.27454]], "e_homo_ev": [-19.804, -21.774], "s2": 2.021, "multiplicity": 3, "lumo_energy_ev": [-13.00, -12.22], "homo_lumo_gap_ev": [6.807, 9.552], "charge": 3, "total_energy_ha": -848.5964}